Molecular formula: C29H46F17N2O7PS
Method: DFT, wB97M-V/def2-TZVPD

Atoms and positions in Å:
C 3.93280 -2.60113 2.46386
O 4.34333 -2.65111 1.10765
C 3.25755 -2.96023 0.25477
C 2.46076 -1.74423 -0.20373
C 3.35583 -0.59184 -0.65723
C 3.73963 0.35812 0.48526
C 2.86106 1.60507 0.56513
C 2.63006 2.09462 2.01758
C 1.23225 1.70894 2.55511
C 0.44503 2.86500 3.17719
C -0.72184 3.38353 2.33842
C -1.65453 2.25261 1.81498
C -1.44553 2.13444 0.29714
P -2.18519 0.65861 -0.52608
C -3.69787 0.72112 -1.58088
C -4.96778 1.20135 -0.86915
C -6.07715 0.13539 -0.77572
C -5.64484 -1.20323 -0.22031
N -6.50652 -2.29274 -0.74568
C -6.20756 -3.53729 -0.08359
C -4.76612 -4.01077 0.05195
O -7.08839 -4.21348 0.37474
N -3.08294 0.08105 0.95405
C -2.62734 -0.92688 1.46325
O -2.15290 -1.86101 2.04413
S -0.96995 1.13852 -2.39887
O -1.41863 0.33905 -3.48876
O -0.84649 2.53527 -2.64222
F 0.51356 0.60321 -2.06890
H 3.04458 -1.97283 2.54181
H 3.76408 -3.59294 2.87444
H 4.71871 -2.07463 2.99165
H 3.63669 -3.48108 -0.61976
H 2.60985 -3.67727 0.76494
H 1.82756 -2.08402 -1.02031
H 1.78068 -1.42246 0.58856
H 4.28128 -1.05824 -0.99208
H 2.95352 -0.07735 -1.52260
H 4.76151 0.66728 0.28890
H 3.77256 -0.21538 1.40507
H 3.38967 2.40411 0.05340
H 1.90255 1.47547 0.06895
H 3.40816 1.63022 2.61578
H 2.75926 3.17293 2.05529
H 1.39159 0.98128 3.34653
H 0.70174 1.17485 1.77161
H 1.09630 3.71088 3.37808
H 0.04439 2.56978 4.14425
H -0.33696 3.92190 1.47300
H -1.33098 4.10835 2.86762
H -1.36061 1.36206 2.35389
H -2.69588 2.47961 2.00280
H -0.37419 2.10817 0.11910
H -1.81537 3.05064 -0.14881
H -1.42398 -0.52836 -0.48807
H -3.81886 -0.25792 -2.02962
H -3.47627 1.42204 -2.37565
H -4.77858 1.68247 0.08264
H -5.39367 1.97374 -1.50217
H -6.46534 -0.00101 -1.78453
H -6.88888 0.55666 -0.19736
H -5.80161 -1.20646 0.85362
H -4.60856 -1.45140 -0.42995
H -6.23986 -2.45430 -1.71671
H -4.16138 -3.60058 -0.75502
H -4.37667 -3.61439 0.98806
H -4.69822 -5.08598 0.10001
F 7.05815 1.39318 3.57961
C 8.29100 0.99428 3.94038
F 8.49891 -0.22085 3.38361
C 8.46593 0.88156 5.46118
F 7.72732 -0.13639 5.95086
F 9.77174 0.53829 5.65079
C 8.22990 2.13667 6.32778
O 6.96790 2.32652 6.97093
C 5.88620 2.89352 6.32728
F 6.26210 3.49432 5.18351
F 5.41837 3.86569 7.13747
C 4.73470 1.90075 6.11952
F 5.13833 0.78158 5.49379
F 3.77841 2.47593 5.35518
H 9.02261 1.69230 3.52378
H 8.91418 2.01806 7.16624
H 8.55098 3.04261 5.81456
H 4.30014 1.61335 7.07913
F -3.02846 -2.75246 -6.00035
C -3.64870 -1.93101 -5.13865
F -4.11314 -2.69998 -4.11498
C -4.82203 -1.17320 -5.76645
F -5.83152 -2.01664 -6.06895
F -5.29009 -0.34830 -4.77998
C -4.54325 -0.26748 -6.98297
O -4.78024 -0.75976 -8.30228
C -3.85235 -1.51626 -8.99284
F -2.64513 -1.45772 -8.40435
F -3.71781 -0.94542 -10.20800
C -4.32291 -2.95773 -9.23455
F -4.68894 -3.56731 -8.09401
F -3.31365 -3.67170 -9.78222
H -2.91565 -1.22780 -4.73065
H -5.26984 0.53838 -6.89118
H -3.56628 0.20969 -6.90856
H -5.17599 -2.96450 -9.91610

Atoms 1-6, force components in eV/Å:
0.2645 0.7527 -0.5829
-0.0248 -0.2330 0.0106
-0.1823 -0.1679 0.0728
-0.2484 0.0980 0.0423
0.5828 -0.6386 0.3109
-0.1670 -0.1382 -0.9384

Values from the calculation:
net charge: 0
SMILES string: COCCCCCCCCCCC[PH](CCCCNC(C)=O)(N=C=O)S(=O)(=O)F.FC(F)C(F)(F)COC(F)(F)C(F)F.FC(F)C(F)(F)COC(F)(F)C(F)F
lowest unoccupied orbital energy: 0.28 eV
frontier orbital gap: 10.0 eV
electronic energy: -114451.6900 eV
HOMO level: -9.70 eV



Molecular formula: C29H46N6RuSSi4Te
Method: DFT, wB97M-V/def2-TZVPD

Atoms and positions in Å:
Ru -0.46795 -2.26280 0.05308
C 3.58965 -1.12040 -3.26642
C 3.93685 -0.54070 -2.05672
C 3.33535 -0.93600 -0.88122
C 2.33785 -1.92700 -0.87982
C 1.99495 -2.49770 -2.11932
C 2.61985 -2.11120 -3.28492
N 1.58135 -2.24590 0.22058
C 2.01225 -1.97370 1.50388
C 3.33735 -2.00720 1.94158
C 3.64235 -1.71980 3.26278
C 2.64455 -1.38610 4.17458
C 1.32185 -1.36630 3.78628
C 0.99345 -1.67240 2.46258
N -0.26465 -1.69220 1.96178
N -1.33585 -1.45410 2.69018
C -2.47335 -1.59840 2.02058
C -3.71705 -1.30860 2.62718
C -4.86855 -1.44010 1.90498
C -4.79695 -1.85730 0.56548
C -3.56385 -2.12350 0.02218
N -2.42345 -2.02630 0.70878
H 4.05545 -0.80070 -4.18472
H 4.66925 0.25080 -2.02012
H 3.60205 -0.44750 0.04068
H 1.23005 -3.26310 -2.15222
H 2.33555 -2.56290 -4.22322
H 4.11895 -2.27910 1.24558
H 4.67155 -1.76060 3.58708
H 2.89445 -1.14820 5.19708
H 0.52175 -1.11550 4.46578
H -3.70795 -0.97110 3.64698
H -5.82475 -1.21980 2.35508
H -5.68185 -1.96040 -0.04302
H -3.47215 -2.43540 -1.01502
C -0.53415 2.97320 -4.06612
Si 0.47405 3.62060 -2.58072
C 0.32125 5.51380 -2.40252
C 2.31085 3.13090 -2.77622
Si -0.38935 2.55980 -0.59862
Te -0.37235 0.08620 -1.09122
Si -2.69485 3.08930 -0.08342
C -2.78515 4.96200 0.26698
C -3.77835 2.59320 -1.57492
C -3.25735 2.06930 1.43098
Si 1.13515 2.91470 1.29888
C 0.28225 2.29190 2.88818
C 1.47875 4.78440 1.38498
C 2.77035 1.97740 1.04368
H -0.12875 3.31740 -5.01312
H -1.56905 3.29620 -4.01862
H -0.52995 1.88670 -4.07792
H 0.79425 6.01810 -3.23912
H 0.79945 5.86920 -1.49642
H -0.71485 5.83340 -2.37602
H 2.69505 3.40990 -3.75352
H 2.43635 2.05680 -2.66832
H 2.93235 3.61920 -2.03192
H -2.40195 5.53650 -0.56962
H -2.20605 5.22940 1.14488
H -3.80715 5.28380 0.44158
H -3.53075 3.16830 -2.46062
H -4.83615 2.74120 -1.37572
H -3.63165 1.54340 -1.81292
H -2.86595 2.46630 2.36108
H -2.91255 1.04310 1.34248
H -4.33955 2.03720 1.52118
H -0.50505 2.96790 3.20568
H 0.99335 2.21040 3.70708
H -0.15935 1.30940 2.74588
H 0.57015 5.36990 1.31138
H 2.14495 5.10090 0.59078
H 1.95505 5.03780 2.32618
H 2.60365 0.91380 1.17298
H 3.52805 2.27600 1.76268
H 3.17595 2.13900 0.05018
S -1.15485 -3.87610 -1.80492
C -0.68345 -5.31020 -1.09402
N -0.28475 -5.44350 0.17808
C -0.07135 -6.83390 0.54008
C -0.18695 -7.55210 -0.81942
N -0.67075 -6.50150 -1.69602
H -0.35545 -4.66330 0.83878
H -0.83955 -7.16740 1.24478
H 0.90915 -6.97280 1.00078
H -0.88795 -8.38930 -0.79702
H 0.78255 -7.92250 -1.16452
H -0.85615 -6.63400 -2.67442

Atoms 1-6, force components in eV/Å:
0.6967 0.4495 2.0724
-0.0268 -0.0070 0.0002
0.0674 0.0583 -0.1197
-0.3500 -0.3402 0.2402
1.1156 0.2127 -1.4457
0.1168 -0.2532 0.4602

Values from the calculation:
2S+1: 2
net charge: +1
lowest unoccupied orbital energy (alpha / beta): -4.52 / -4.27 eV
frontier orbital gap (alpha / beta): 5.0 / 5.3 eV
expectation value of S²: 1.20
electronic energy: -91978.8644 eV
energy relative to the best compared isomer or geometry (same formula, charge and spin): 110.2 kJ/mol
HOMO level (alpha / beta): -9.48 / -9.59 eV



Molecular formula: C29H47BBrF2N2O2
Method: DFT, wB97M-V/def2-TZVPD

Atoms and positions in Å:
C 2.61131 -0.88571 0.27379
C 2.45833 0.57379 -0.13564
C 1.19310 0.80455 -0.99608
C 1.46936 1.16683 -2.44825
C 2.24156 0.10008 -3.23967
C 1.33384 -0.92615 -3.93177
C 0.97238 -2.14144 -3.06400
C -0.45272 -2.68875 -3.28382
B -1.23895 -2.90247 -1.86484
C -0.67199 -4.20716 -1.04490
N -0.59781 -5.38864 -1.94174
O -2.73138 -3.10059 -1.99498
C -3.31999 -2.21715 -1.10220
N -4.74384 -2.07450 -1.34486
C -5.38294 -1.07608 -0.46939
C -6.35416 -0.19783 -1.24332
C -7.38534 0.45726 -0.31905
C -2.40603 -0.97884 -1.16855
C -2.48041 -0.05727 -2.41063
Br -3.01693 1.76356 -1.77400
C -3.41915 -0.44949 -3.55478
C -2.82556 -0.06967 -4.92320
O -1.14725 -1.60753 -1.08791
H 1.66511 -1.27353 0.63132
H 2.95001 -1.47885 -0.56847
H 3.38356 -0.98694 1.03329
H 2.33988 1.14657 0.77465
H 3.35241 0.92013 -0.64831
H 0.57487 -0.08542 -0.94823
H 0.60883 1.58962 -0.52180
H 1.99548 2.12129 -2.48021
H 0.50661 1.31356 -2.93600
H 2.80244 0.62632 -4.01251
H 2.97703 -0.38438 -2.60217
H 1.83002 -1.26940 -4.83539
H 0.42839 -0.40838 -4.24318
H 1.66499 -2.93119 -3.35604
H 1.17344 -1.94921 -2.01694
H -0.38758 -3.61215 -3.85394
H -0.97058 -1.99240 -3.94020
H -1.41028 -4.42349 -0.25942
H 0.29234 -4.05901 -0.55802
H -0.26275 -6.20035 -1.43791
H -1.52965 -5.57506 -2.29336
H -3.12142 -2.61886 -0.08920
H -5.14689 -2.98012 -1.13414
H -4.65180 -0.46934 0.05490
H -5.98622 -1.58496 0.29049
H -6.84806 -0.84048 -1.96202
H -5.82689 0.57451 -1.79096
H -8.19070 -0.24312 -0.11719
H -6.91912 0.71517 0.62830
H -7.80688 1.34934 -0.76881
H -2.44049 -0.35000 -0.28178
H -1.48477 0.09653 -2.79984
H -3.62294 -1.50778 -3.56194
H -4.32406 0.13187 -3.46228
H -2.89600 0.99603 -5.11727
H -1.81096 -0.44028 -5.00888
H -3.41001 -0.58541 -5.68125
F 3.18528 1.86705 2.81279
C 4.46974 2.25832 2.77499
C 4.77458 3.51882 2.30049
C 6.10186 3.91909 2.26569
C 7.10284 3.05884 2.69519
C 6.77476 1.79485 3.16503
C 5.44964 1.38837 3.21044
H 3.97966 4.17087 1.96330
H 6.35425 4.90554 1.90063
H 8.13752 3.37360 2.66270
H 7.55277 1.12046 3.49666
H 5.17191 0.40938 3.57812
F 3.82400 3.35710 7.66901
C 2.63070 2.96841 7.17078
C 2.51486 2.72934 5.81665
C 1.28796 2.32717 5.30807
C 0.19919 2.17723 6.15688
C 0.33774 2.42573 7.51551
C 1.56286 2.82173 8.03276
H 3.37473 2.85931 5.17413
H 1.18380 2.12998 4.25088
H -0.75661 1.86554 5.75756
H -0.51087 2.31148 8.17683
H 1.69399 3.01418 9.08948

Atoms 1-6, force components in eV/Å:
0.5565 0.2885 -0.2264
-0.7337 -0.2480 -0.0271
0.4180 -0.0258 0.2321
-0.0756 -0.3295 0.2539
-0.2648 0.4720 -0.3970
0.2593 0.0552 0.6854

Values from the calculation:
net charge: -1
lowest unoccupied orbital energy: 2.26 eV
frontier orbital gap: 6.6 eV
electronic energy: -114067.4984 eV
HOMO level: -4.32 eV



Molecular formula: C29H47BrN2OP2Sn
Method: DFT, wB97M-V/def2-TZVPD

Atoms and positions in Å:
C -0.39745 6.34271 -3.73956
C -0.50804 4.97179 -4.10660
C -0.88936 4.73094 -5.44645
C -1.18727 5.80040 -6.29398
N -1.10898 7.08161 -5.92458
C -0.71522 7.33343 -4.67262
C -0.30688 3.84917 -3.20352
C -0.29415 2.98055 -2.33625
C -0.79739 2.50040 -1.03668
C 0.16165 1.96116 -0.10734
C -0.30683 1.13109 0.93601
C -1.65891 0.92246 1.18721
C -2.58401 1.55567 0.28958
C -2.17238 2.37476 -0.74615
Sn 0.18565 0.47404 -2.09160
P 2.22371 -1.97257 0.09636
H -1.00399 3.70653 -5.81223
H -0.11458 6.63853 -2.73151
H -1.51449 5.61204 -7.31994
H -0.66337 8.39213 -4.40156
H -2.91364 2.90737 -1.37122
H 1.21074 2.34078 -0.16752
H -3.65576 1.37604 0.45430
H 0.42968 0.72571 1.59086
C 2.68524 -3.37768 1.21262
C 3.62133 -4.46785 0.66664
H 1.71825 -3.83723 1.50569
H 3.12445 -2.93905 2.12713
H 3.67157 -5.28808 1.40454
H 3.24718 -4.88949 -0.28374
H 4.65440 -4.09892 0.52474
C 3.19785 -2.04353 -1.51781
C 3.57598 -0.69638 -2.11982
H 2.53329 -2.60953 -2.19846
H 4.04646 -2.69427 -1.35053
H 3.45212 -0.75830 -3.20259
H 2.95552 0.13048 -1.75845
H 4.62480 -0.47504 -1.93151
C 3.09426 -0.64455 0.97286
C 4.58546 -0.88368 1.14107
H 2.61407 -0.57656 1.96243
H 2.90518 0.30188 0.44983
H 5.05822 0.01345 1.54078
H 4.80599 -1.67580 1.85809
H 5.10249 -1.11696 0.20980
Br -2.31344 -0.16429 2.53743
P -2.47329 -3.26946 -1.29108
C -0.69170 -3.79064 -1.27366
C -0.43936 -5.17435 -1.89004
H -0.37470 -3.76551 -0.21523
H -0.13292 -3.00163 -1.80763
H 0.62221 -5.26497 -2.16103
H -0.66836 -5.97637 -1.17238
H -1.04346 -5.33684 -2.79496
C -3.03140 -3.04695 0.44464
C -4.39086 -3.69486 0.76309
H -3.05761 -1.96498 0.63187
H -2.24167 -3.44636 1.09539
H -4.53700 -3.71328 1.85049
H -5.20853 -3.11985 0.30995
H -4.42394 -4.72443 0.38534
C -2.63461 -1.62626 -2.06192
C -2.91020 -1.77754 -3.55701
H -1.70833 -1.04490 -1.88577
H -3.44877 -1.09775 -1.54892
H -3.21122 -0.81998 -3.98821
H -2.01853 -2.12002 -4.09028
H -3.71037 -2.50451 -3.73129
C 0.02190 2.16971 6.88485
N -0.59350 2.10191 5.58560
C -2.03116 2.12520 5.49054
C 0.09567 2.05388 4.39605
C 1.48916 1.48766 4.37426
O -0.48192 2.43221 3.37949
H -0.68468 2.63851 7.57905
H 0.93606 2.77127 6.83698
H 0.29503 1.17520 7.26263
H -2.36982 2.93060 4.83785
H -2.39844 1.19062 5.04584
H -2.44295 2.24198 6.48754
H 1.45517 0.38767 4.29376
H 1.99347 1.86677 3.48073
H 2.07124 1.76283 5.25770

Atoms 1-6, force components in eV/Å:
0.0396 -0.6316 0.3654
0.1850 0.3124 -0.9921
-0.2343 -0.3802 0.2805
0.0922 0.0001 0.0943
0.1313 -0.5056 0.3082
-0.0379 -0.1692 -0.0152

Values from the calculation:
net charge: +2
lowest unoccupied orbital energy (alpha / beta): -8.19 / -8.19 eV
frontier orbital gap (alpha / beta): 4.5 / 4.5 eV
electronic energy: -130295.1499 eV
energy relative to the best compared isomer or geometry (same formula, charge and spin): 0.0 kJ/mol
HOMO level (alpha / beta): -12.68 / -12.68 eV



Molecular formula: C29H47Cl2FHoN3O4Si
Method: DFT, wB97M-V/def2-TZVPD

Atoms and positions in Å:
C 3.03748 -2.61368 -2.54047
C 2.52810 -1.88841 -3.73842
H 2.64925 -3.63682 -2.55874
H 2.70777 -2.12458 -1.62427
H 4.13957 -2.63777 -2.57110
C 2.55372 -2.41188 -4.98172
C 2.92908 -3.81903 -5.31140
H 2.30547 -1.80613 -5.85638
H 2.43305 -4.56154 -4.66885
H 4.01364 -3.97991 -5.25562
H 2.63344 -4.02171 -6.34838
Ho 0.32546 0.19791 1.79016
Cl 2.13929 0.95945 0.27860
C -0.83893 3.09738 1.07186
O -1.03088 1.88634 1.43141
N -1.76480 3.80666 0.44728
C -3.09187 3.22117 0.22244
C -1.38850 5.00716 -0.29839
H 0.12479 3.60020 1.25489
H -3.46437 2.78577 1.15857
H -3.05074 2.44746 -0.56218
H -3.74809 4.03282 -0.10417
H -0.61413 5.55474 0.25544
H -2.26646 5.64561 -0.42778
H -0.99728 4.75861 -1.29789
H -3.13578 1.87705 5.54221
H -1.55854 1.35437 7.74124
C -3.07524 0.78252 5.43721
C -1.63779 0.32147 7.36859
N -1.78639 0.29427 5.91994
H -3.24360 0.49382 4.39825
C -0.73996 0.05045 5.13516
O -0.78983 0.10380 3.86833
H -0.74307 -0.23543 7.66075
H 0.20423 -0.19753 5.65298
H -3.83724 0.33459 6.09031
H -2.52799 -0.13775 7.81438
H -0.53841 -5.51394 3.28683
H -0.22725 -3.87840 0.02769
C -1.46056 -5.10311 2.85155
C -1.14936 -4.24076 0.49491
N -1.14309 -4.00225 1.94079
H -2.10568 -4.74656 3.66331
C -0.75013 -2.83111 2.41728
O -0.26458 -1.90619 1.67938
H -2.00082 -3.73273 0.01485
H -0.85488 -2.69885 3.50822
H -1.95715 -5.87955 2.26894
H -1.25443 -5.31474 0.34341
O 1.09091 -0.47542 -2.38658
C 2.02794 -0.46104 -3.47997
C 0.52223 -0.34437 -5.50507
C 1.49647 0.25363 -4.71948
H 0.17799 -1.35402 -5.26485
C -0.02527 0.35687 -6.59141
H 2.90044 0.10108 -3.09579
C 1.98854 1.53113 -5.02879
H -0.83749 -0.09757 -7.16204
C 0.45890 1.62732 -6.90847
C 1.46683 2.20862 -6.13433
H 2.74884 1.97942 -4.38320
H 0.01746 2.17084 -7.74691
H 1.82815 3.21252 -6.37282
Si -0.66721 -0.66775 -2.42021
Cl -0.56462 -2.71400 -2.35152
C -2.02643 -0.66846 -3.79580
C -0.77972 1.31459 -2.75305
C -1.54004 -0.31838 -0.77076
H -1.99305 0.21559 -4.46052
H -2.98891 -0.62745 -3.26255
H -1.99559 -1.57758 -4.41819
H -1.47206 -1.15064 -0.06023
H -2.60750 -0.11584 -0.95105
H -1.10706 0.59453 -0.33155
H -0.48229 1.54969 -3.78158
H -0.04695 1.77362 -2.08424
H -1.76811 1.76519 -2.58063
F 3.85151 2.89519 6.82524
C 3.16710 2.37047 5.75165
C 2.12336 3.10545 5.21064
C 1.38805 2.52651 4.14439
C 1.74819 1.28951 3.67330
C 2.80224 0.57203 4.19461
C 3.53889 1.11676 5.27809
H 1.87238 4.09452 5.59099
H 0.54617 3.07857 3.72644
H 3.08509 -0.39599 3.79002
H 4.36816 0.57157 5.72488

Atoms 1-6, force components in eV/Å:
0.0099 -0.2809 -0.0025
-0.3201 0.5062 -1.5397
0.2065 -0.0055 0.2004
0.0207 -0.0354 -0.0339
-0.2919 -0.1169 0.1061
0.0801 0.4009 0.7591

Values from the calculation:
2S+1: 5
net charge: 0
lowest unoccupied orbital energy (alpha / beta): -0.33 / -0.33 eV
frontier orbital gap (alpha / beta): 5.7 / 5.7 eV
expectation value of S²: 6.00
electronic energy: -104936.6750 eV
energy relative to the best compared isomer or geometry (same formula, charge and spin): 314.0 kJ/mol
HOMO level (alpha / beta): -6.07 / -6.07 eV



Q: Which formula does entry 4 have?
A: C29H47BrN2OP2Sn



Q: Among the records above, which one has the lowest electronic energy?
A: C29H47BrN2OP2Sn



Q: What is the net charge in the fourth record?
A: +2



Q: What is the electronic energy in the fifth record?
A: -104936.6750 eV